1.
A structure of composition C4BO8Sn at a distorted geometry. Source: the OMol25 dataset; level of theory: ωB97M-V with the def2-TZVPD basis set.

Each line ends with the Löwdin charge.
Cartesian coordinates (Å):
1 Sn -28.497 14.714 29.177  1.7013
2 O -31.038 14.259 30.365  -0.0799
3 C -31.831 13.816 31.185  -0.3513
4 O -32.130 12.562 31.271  0.2900
5 B -32.860 12.288 32.531  -0.8338
6 O -33.167 13.661 33.051  0.2625
7 C -32.470 14.547 32.367  -0.3860
8 O -32.424 15.723 32.582  0.1900
9 O -31.989 11.597 33.465  0.2480
10 C -32.541 10.516 33.946  -0.3646
11 O -32.106 9.801 34.794  0.2089
12 C -33.941 10.398 33.224  -0.3560
13 O -34.025 11.415 32.392  0.2582
14 O -34.735 9.535 33.438  0.2125

Its total charge is +1. The calculation puts the HOMO energy at -11.76 eV. Its frontier orbital gap is 1.84 eV. For the relative energy (zero: lowest compared OMol25 entry of this formula, charge and spin), the calculation gives 180.4 kJ/mol. For the total energy, the calculation gives -27027.6580 eV. Its spin multiplicity is 1.


2.
A cluster of 20 separate species, C24H28Cl57O5 in total at a distorted geometry. Source: the OMol25 dataset; level of theory: ωB97M-V with the def2-TZVPD basis set.

Each line ends with the Löwdin charge.
Cartesian coordinates (Å):
1 O 4.054 1.651 -0.410  -0.0943
2 C 4.609 0.652 0.096  -0.8306
3 O 5.743 0.370 0.039  0.0416
4 C 3.682 -0.289 0.897  -0.1639
5 O 4.319 -1.177 1.814  -0.0856
6 C 4.326 -0.684 3.100  -0.2746
7 O 5.239 0.402 3.180  -0.1365
8 C 4.630 1.574 3.700  -0.2583
9 C 5.506 2.764 3.279  -0.2191
10 O 6.876 2.453 3.437  -0.0980
11 H 3.090 -0.831 0.158  -0.0083
12 H 2.968 0.331 1.460  0.0996
13 H 3.323 -0.405 3.443  0.1313
14 H 4.759 -1.483 3.705  0.1229
15 H 3.631 1.756 3.298  -0.0035
16 H 4.610 1.457 4.790  0.0568
17 H 5.361 2.946 2.215  0.1253
18 H 5.218 3.680 3.809  0.0989
19 H 7.017 1.923 4.226  -0.0135
20 C 0.962 -2.493 -1.586  -1.5524
21 Cl 1.899 -3.633 -0.612  0.5833
22 Cl 1.481 -0.847 -1.280  0.6310
23 Cl 1.083 -2.893 -3.308  0.5160
24 H -0.074 -2.583 -1.299  -0.1268
25 C 1.189 3.874 4.360  -1.5194
26 Cl 2.388 4.971 5.052  0.5307
27 Cl 1.869 2.990 2.997  0.6193
28 Cl 0.586 2.755 5.590  0.5188
29 H 0.357 4.463 4.005  -0.0138
30 C -1.569 4.684 0.509  -1.5408
31 Cl -0.447 5.940 1.046  0.5346
32 Cl -0.785 3.594 -0.632  0.5468
33 Cl -2.219 3.792 1.899  0.4761
34 H -2.391 5.164 -0.005  -0.0917
35 C -2.244 -0.115 1.373  -1.5062
36 Cl -1.038 1.064 1.870  0.5019
37 Cl -1.581 -1.214 0.166  0.5212
38 Cl -2.871 -1.008 2.759  0.5258
39 H -3.067 0.419 0.911  -0.0005
40 C 6.387 0.625 7.514  -1.5141
41 Cl 4.932 1.627 7.592  0.5414
42 Cl 6.270 -0.724 8.654  0.4995
43 Cl 6.652 0.039 5.874  0.6548
44 H 7.237 1.235 7.796  -0.0074
45 C -5.644 5.474 -0.184  -1.5523
46 Cl -5.950 5.842 1.512  0.5475
47 Cl -4.301 6.435 -0.809  0.5729
48 Cl -5.303 3.759 -0.404  0.4663
49 H -6.530 5.722 -0.753  -0.0287
50 C 9.462 4.488 5.283  -1.5375
51 Cl 8.155 3.731 6.186  0.5514
52 Cl 9.297 6.245 5.304  0.5201
53 Cl 11.033 4.003 5.931  0.5138
54 H 9.396 4.151 4.255  0.0185
55 C -5.391 -4.422 3.098  -1.5539
56 Cl -3.734 -4.943 2.803  0.5079
57 Cl -5.427 -3.087 4.250  0.5173
58 Cl -6.169 -3.954 1.583  0.5173
59 H -5.941 -5.253 3.519  0.0099
60 C -3.698 0.070 -3.343  -1.5555
61 Cl -2.247 -0.744 -2.777  0.5217
62 Cl -4.532 0.865 -1.996  0.5170
63 Cl -3.319 1.238 -4.606  0.5225
64 H -4.362 -0.680 -3.765  -0.0974
65 C 0.541 -0.175 -6.183  -1.5330
66 Cl 0.834 0.471 -4.578  0.5488
67 Cl -0.140 -1.807 -6.102  0.4964
68 Cl -0.536 0.893 -7.100  0.5121
69 H 1.485 -0.229 -6.706  -0.0355
70 C 1.612 2.231 -9.775  -1.5549
71 Cl 2.605 1.164 -8.787  0.5564
72 Cl 2.092 3.915 -9.552  0.5337
73 Cl 1.714 1.776 -11.478  0.5258
74 H 0.583 2.127 -9.456  -0.0258
75 C -5.434 -2.438 -6.753  -1.5179
76 Cl -6.214 -0.924 -7.213  0.5284
77 Cl -4.371 -2.191 -5.365  0.5997
78 Cl -6.636 -3.681 -6.406  0.5336
79 H -4.828 -2.774 -7.585  0.0149
80 C -0.744 -5.817 -1.966  -1.5348
81 Cl -0.541 -7.211 -0.897  0.5587
82 Cl -1.480 -6.308 -3.492  0.5348
83 Cl -1.710 -4.563 -1.184  0.5528
84 H 0.236 -5.407 -2.176  -0.0419
85 C -5.909 3.886 -5.089  -1.5233
86 Cl -5.571 4.400 -3.436  0.5189
87 Cl -6.575 2.254 -5.108  0.4677
88 Cl -7.007 5.019 -5.885  0.5325
89 H -4.976 3.876 -5.637  0.0084
90 C -3.246 -8.430 1.148  -1.5602
91 Cl -4.844 -7.690 1.209  0.5091
92 Cl -2.743 -8.962 2.753  0.5329
93 Cl -3.229 -9.780 0.009  0.5224
94 H -2.541 -7.684 0.801  -0.0521
95 C 5.089 6.665 -8.945  -1.5618
96 Cl 6.566 5.917 -8.343  0.5302
97 Cl 4.250 7.519 -7.648  0.5215
98 Cl 5.445 7.762 -10.284  0.5093
99 H 4.438 5.881 -9.314  -0.0249
100 C -7.359 -10.963 0.389  -1.5596
101 Cl -7.187 -12.397 1.402  0.5187
102 Cl -8.051 -11.386 -1.178  0.5190
103 Cl -8.343 -9.742 1.197  0.5116
104 H -6.373 -10.545 0.223  -0.0232
105 C 7.029 -2.717 11.736  -1.5564
106 Cl 8.775 -2.508 11.591  0.5225
107 Cl 6.347 -3.330 10.232  0.4991
108 Cl 6.640 -3.789 13.085  0.5170
109 H 6.588 -1.749 11.936  0.0097
110 C -9.113 2.372 -1.252  -1.5224
111 Cl -8.166 1.361 -0.161  0.5258
112 Cl -8.859 4.085 -0.900  0.5393
113 Cl -8.712 2.022 -2.934  0.5077
114 H -10.161 2.149 -1.098  0.0107

Its total charge is -1. The calculation puts the HOMO energy at -4.28 eV. Its frontier orbital gap is 5.49 eV. For the total energy, the calculation gives -749356.4235 eV. Its spin multiplicity is 1.


3.
A structure of composition C19H26N4O4S at a distorted geometry. Source: the OMol25 dataset; level of theory: ωB97M-V with the def2-TZVPD basis set.

Each line ends with the Löwdin charge.
Cartesian coordinates (Å):
1 C -1.424 5.561 -2.873  -0.0373
2 O -0.161 4.823 -3.293  -0.2672
3 C 0.540 4.125 -2.170  -0.2450
4 C -0.135 2.912 -1.879  -0.2898
5 N 0.780 2.173 -1.093  0.0835
6 C 0.569 2.536 0.343  -0.8901
7 N 1.286 1.869 1.109  -0.0889
8 C 1.722 2.058 2.633  -0.0662
9 H 2.728 2.449 2.812  0.1153
10 H 0.911 2.848 2.792  0.0534
11 C 1.359 0.962 3.796  -0.2193
12 N 0.211 0.293 3.508  -0.3853
13 C 0.096 -0.962 4.132  -0.1494
14 H -0.965 -1.463 4.243  0.1016
15 H 0.957 -1.620 4.097  0.0713
16 H -0.063 -0.526 5.361  0.1366
17 C -1.138 1.066 3.442  -0.0071
18 H -1.137 1.919 2.793  -0.0289
19 H -1.925 0.382 3.578  0.0367
20 H -1.186 1.609 4.650  0.1506
21 H 2.234 0.180 3.469  0.1647
22 H 1.322 1.473 4.722  0.1009
23 C 2.279 0.761 0.768  -0.0373
24 C 1.416 -0.272 0.035  -0.1408
25 C 0.859 -1.135 0.755  0.0632
26 C -0.088 -2.233 -0.017  -0.0367
27 C 0.245 -2.458 -1.556  -0.2492
28 N 1.247 -1.731 -1.831  0.1442
29 C 1.781 -0.519 -1.455  -0.4061
30 O 2.557 0.040 -2.140  0.1199
31 H 1.479 -1.895 -2.857  0.2071
32 C -0.232 -3.497 -2.104  0.1088
33 C -1.336 -4.240 -1.350  -0.2394
34 C -1.649 -3.897 -0.191  -0.3048
35 C -1.073 -2.867 0.562  0.0211
36 H -1.364 -2.707 1.850  0.2140
37 O -2.474 -4.852 0.338  -0.0058
38 C -3.152 -5.575 -0.711  0.0191
39 O -2.063 -5.246 -1.784  0.0287
40 H -2.754 -6.548 -0.337  0.1452
41 H -4.127 -5.574 -1.123  0.1195
42 H -0.297 -3.548 -2.994  0.0255
43 H 0.329 -0.722 1.584  0.0922
44 H 2.892 0.388 1.326  0.0057
45 H 3.115 1.281 -0.019  0.2007
46 S -0.479 3.432 0.980  0.8618
47 H 1.390 1.698 -1.407  -0.0614
48 H -0.384 2.234 -2.873  0.1996
49 H -1.004 3.137 -1.288  0.0454
50 H 0.630 5.063 -1.297  0.1765
51 H 1.579 4.030 -2.613  0.1375
52 H -2.076 4.828 -2.650  0.0202
53 H -1.118 5.990 -1.925  0.0675
54 H -1.748 6.197 -3.778  0.1180

Its total charge is 0. The calculation puts the HOMO energy at -7.77 eV. Its frontier orbital gap is 7.92 eV. For the relative energy (zero: lowest compared OMol25 entry of this formula, charge and spin), the calculation gives 2014.5 kJ/mol. For the total energy, the calculation gives -45092.5031 eV. Its spin multiplicity is 1.


4.
A cluster of 2 separate species, C5H16N3 in total at a distorted geometry. Source: the OMol25 dataset; level of theory: ωB97M-V with the def2-TZVPD basis set.

Each line ends with the Löwdin charge.
Cartesian coordinates (Å):
1 C 0.690 0.336 -2.479  0.0066
2 N 0.462 3.028 -1.395  0.1191
3 C -0.652 2.200 -1.678  -0.1252
4 N -0.508 1.059 -2.151  0.2284
5 H 0.859 0.277 -3.551  0.1243
6 H 0.563 -0.694 -2.130  0.0942
7 H 1.558 0.742 -1.947  0.1243
8 H 0.174 3.996 -1.562  0.1276
9 H 0.576 3.042 -0.371  0.1283
10 H -1.648 2.570 -1.419  0.1786
11 C -1.135 -2.012 0.723  -0.0375
12 C -0.216 -0.882 1.127  -0.4106
13 C -0.458 -0.344 2.513  -0.0236
14 N 1.225 -1.352 0.922  0.2285
15 H -0.967 -2.365 -0.294  0.0876
16 H -1.067 -2.872 1.386  0.1067
17 H -2.162 -1.664 0.763  0.1053
18 H -0.345 -0.125 0.344  0.1133
19 H -0.289 -1.104 3.275  0.1082
20 H -1.512 -0.072 2.554  0.1070
21 H 0.128 0.549 2.734  0.0947
22 H 1.335 -1.805 0.015  0.1577
23 H 1.832 -0.531 0.957  0.1703
24 H 1.557 -1.977 1.663  0.1861

As for the expectation value of S²: 0.7593. Its total charge is +2. The calculation puts the HOMO energy (alpha / beta) at -19.37 / -19.27 eV. Its frontier orbital gap (alpha / beta) is 11.60 / 7.33 eV. For the relative energy (zero: lowest compared OMol25 entry of this formula, charge and spin), the calculation gives 134.1 kJ/mol. For the total energy, the calculation gives -9895.4353 eV. Its spin multiplicity is 2.


5.
An isolated molecule of C10H12INO3 at a distorted geometry. Source: the OMol25 dataset; level of theory: ωB97M-V with the def2-TZVPD basis set.

Each line ends with the Löwdin charge.
Cartesian coordinates (Å):
1 C 0.201 -0.724 0.471  -0.1420
2 C 1.240 1.344 1.273  -0.1143
3 C 0.778 -0.502 -0.871  -0.0263
4 C 1.198 1.773 -0.031  -0.0126
5 C 0.972 -0.040 1.599  -0.3049
6 C 1.303 0.744 -1.089  -0.2712
7 C -1.627 1.075 0.307  -0.5121
8 C -1.803 -2.332 -1.112  -0.1018
9 C 1.803 -0.655 2.475  -0.5279
10 C -1.522 -0.361 0.105  -0.2228
11 N -1.915 -0.870 -1.096  -0.0795
12 O -1.392 1.785 -0.808  0.1249
13 O -1.859 1.671 1.320  0.1241
14 O 1.825 1.185 -2.303  0.0491
15 I 3.069 0.450 3.726  0.8565
16 H 0.209 -1.749 0.637  0.0879
17 H 1.483 2.055 2.030  0.0569
18 H 0.875 -1.382 -1.481  0.1137
19 H 1.396 2.790 -0.348  0.1174
20 H -2.533 -2.779 -0.358  0.1013
21 H -2.094 -2.549 -2.238  0.1241
22 H -0.752 -2.709 -0.825  0.0808
23 H 1.948 -1.750 2.568  0.0526
24 H -1.937 -0.875 0.936  0.1423
25 H -1.486 -0.422 -1.882  0.1117
26 H -1.285 2.693 -0.743  0.0928
27 H 1.904 2.131 -2.261  0.0792

Its total charge is 0. The calculation puts the HOMO energy at -7.91 eV. Its frontier orbital gap is 7.90 eV. As for the structure (SMILES): CN[C@H](C(=O)O)[C@H]1C=C(O)C=C/C1=C\I. For the relative energy (zero: lowest compared OMol25 entry of this formula, charge and spin), the calculation gives 196.2 kJ/mol. For the total energy, the calculation gives -26294.5290 eV. Its spin multiplicity is 1.


6.
The ion C6H5O2 with charge -1 at a distorted geometry. Source: the OMol25 dataset; level of theory: ωB97M-V with the def2-TZVPD basis set.

Each line ends with the Löwdin charge.
Cartesian coordinates (Å):
1 C -0.207 1.854 0.410  -0.0401
2 C 0.130 1.613 -0.824  -0.0400
3 C 1.373 -1.628 -0.118  -0.1302
4 C 1.016 -0.545 0.594  -0.2544
5 C -1.740 -0.395 -0.101  -0.5660
6 C -0.086 0.385 0.065  -0.2240
7 O -1.739 -1.582 -0.463  0.0104
8 O -2.620 0.365 0.249  0.0280
9 H -0.313 2.637 1.096  0.0696
10 H 0.013 1.994 -1.899  0.0957
11 H 1.980 -2.352 0.318  -0.0163
12 H 0.710 -1.924 -0.895  0.0090
13 H 1.483 -0.422 1.568  0.0583

As for the expectation value of S²: 2.0111. Its total charge is -1. The calculation puts the HOMO energy (alpha / beta) at 0.45 / -4.16 eV. Its frontier orbital gap (alpha / beta) is 3.70 / 6.03 eV. For the relative energy (zero: lowest compared OMol25 entry of this formula, charge and spin), the calculation gives 214.4 kJ/mol. For the total energy, the calculation gives -10391.4510 eV. Its spin multiplicity is 3.


Q: Number 5 is which compound?
A: C10H12INO3